One molecule with the formula C21H21N3O4S in a non-equilibrium geometry. Source: the OMol25 dataset; level of theory: ωB97M-V with the def2-TZVPD basis set.

Each line ends with the Mulliken charge.
CARTESIAN COORDINATES (ANGSTROEM)
1 O 2.214870 2.568116 1.020540  -0.5755
2 C 1.065435 2.245089 1.302479  0.1121
3 O 0.257234 3.077165 2.132962  -0.3158
4 C 0.384219 0.998736 0.498953  -0.6132
5 C 1.265126 -0.229335 0.409250  -0.8906
6 C 0.694829 -1.365596 -0.452962  -0.1419
7 C -0.697891 -1.517272 -0.607357  0.6024
8 N -0.970413 -2.596034 -1.395334  -0.8346
9 C 0.222942 -3.191509 -1.513491  -0.2585
10 N 1.169824 -2.567638 -0.851149  0.1548
11 C 2.541168 -3.022431 -0.737916  -1.0235
12 C 3.331860 -1.943419 -1.433335  0.7741
13 C 3.013950 -1.213058 -2.598106  0.0391
14 C 3.966128 -0.304471 -3.069523  -0.7476
15 C 5.217480 -0.205952 -2.489556  -0.2361
16 C 5.584541 -0.787231 -1.345499  -0.7608
17 C 4.690358 -1.733039 -0.828035  -0.4766
18 C -1.655413 -0.436881 -0.052761  -0.6664
19 N -0.980259 0.552843 0.862737  0.2260
20 S -1.290609 0.435487 2.603858  1.1515
21 O -2.026393 -0.866561 2.972876  -0.6712
22 O -0.037104 0.632705 3.379046  -0.6521
23 C -2.614203 1.650470 2.923367  -0.9398
24 C -3.559041 1.721931 1.656742  0.3205
25 C -3.329687 2.542671 0.458752  -0.1635
26 C -4.192408 2.453657 -0.573058  -0.5462
27 C -5.233751 1.557382 -0.577484  -0.3393
28 C -5.480679 0.705798 0.546568  -0.6616
29 C -4.638887 0.820844 1.678754  -0.3967
30 H 1.007034 3.530695 2.542267  0.3358
31 H 0.203995 1.336020 -0.449734  0.7656
32 H 1.479584 -0.626875 1.452090  0.2133
33 H 2.163613 0.034846 -0.000934  0.8101
34 H 0.463745 -4.074559 -2.140356  0.3313
35 H 2.726413 -3.951433 -1.256553  0.4412
36 H 2.958907 -3.303909 0.208323  0.3623
37 H 2.008212 -1.333465 -3.047896  0.3479
38 H 3.604775 0.217657 -3.946938  0.3809
39 H 5.964368 0.395273 -2.970944  0.3548
40 H 6.630796 -0.869746 -1.002708  0.3271
41 H 5.176026 -2.312298 -0.054349  0.2965
42 H -2.134450 0.099227 -0.902692  0.3025
43 H -2.472843 -0.916201 0.448053  0.4772
44 H -2.270226 2.623676 2.858153  0.4057
45 H -3.044484 1.374981 3.915611  0.4731
46 H -2.466115 3.127010 0.364033  0.5115
47 H -3.991593 2.960146 -1.559824  0.2860
48 H -5.815675 1.560308 -1.479513  0.3772
49 H -6.220574 -0.059809 0.536360  0.4141
50 H -4.884735 0.205987 2.566233  0.3171

Cartesian forces (eV/Å) of the 2 atoms listed first:
O -2.51 -1.00 1.07
C 0.05 0.33 -1.35

Spin multiplicity: 1
Lowest unoccupied orbital energy: 0.6 eV
Energy relative to the best compared isomer or geometry (same formula, charge and spin): 5.292 eV
Max |F|: 5.09 eV/A
Frontier orbital gap: 8.973 eV
Structure (SMILES): O=C(O)[C@H]1Cc2c(ncn2Cc2ccccc2)CN1S(=O)(=O)Cc1ccccc1